Entry 1:
ORCA calculation (ωB97M-V/def2-TZVPD) on C48H46Cl3N6OsSSi as an isolated structure at a distorted geometry.

```
106
Properties=species:S:1:pos:R:3:lowdin_charge:R:1
Os -0.8500 -0.1095 -0.8995 1.0494
S -4.6298 5.7291 -4.0647 1.0563
N -4.9859 4.7726 -2.8171 -0.2065
C -3.9910 3.9172 -2.6775 -0.2950
C -3.9281 2.8461 -1.7172 -0.0803
C -4.9680 2.5453 -0.8381 0.0400
C -4.8411 1.4410 -0.0235 0.0080
C -3.6763 0.6890 -0.0940 -0.0898
N -2.6586 0.9884 -0.8928 -0.0701
C -2.7785 2.0446 -1.7179 -0.2224
C -1.7136 2.2624 -2.6624 -0.2005
N -0.6579 1.4250 -2.6127 -0.0054
C 0.2367 1.4440 -3.5848 -0.1249
C 0.2251 2.3962 -4.5980 0.0004
C -0.7849 3.3324 -4.6134 0.0414
C -1.7960 3.2498 -3.6558 -0.0710
C -2.9544 4.1072 -3.6404 -0.2938
N -3.2058 5.0977 -4.4738 -0.2072
H -5.8527 3.1668 -0.8335 0.1290
H -5.6282 1.1416 0.6530 0.1223
H -3.5615 -0.1921 0.5187 0.0870
H 0.9840 0.6640 -3.5467 0.0916
H 1.0060 2.3928 -5.3441 0.1218
H -0.8307 4.1169 -5.3566 0.1296
C 0.3201 -3.7825 -0.0330 -0.0667
C 1.2161 -4.0861 -1.2356 -0.3373
C 0.4037 -4.9156 -2.2420 -0.0693
C 1.9609 -2.9242 -1.9132 -0.1496
C 2.8673 -3.3313 -2.8924 -0.0452
C 3.7074 -2.4514 -3.5393 -0.0466
C 3.7076 -1.1160 -3.1795 -0.0263
C 2.8425 -0.6437 -2.2068 -0.1424
C 2.9334 0.8203 -1.7845 -0.3664
C 3.3548 1.7523 -2.9312 -0.0777
C 3.9629 1.0111 -0.6597 -0.0360
C 1.9349 -1.5505 -1.6011 -0.1750
N 1.0374 -0.9942 -0.6353 -0.0139
C 1.4437 -0.9499 0.6029 -0.1821
C 0.6266 -0.2614 1.5787 -0.1575
N -0.4943 0.2821 1.1878 0.0300
C -1.4369 0.7214 2.1574 -0.1836
C -1.5137 2.0685 2.5663 -0.1320
C -2.4777 2.3978 3.5147 -0.0257
C -3.3201 1.4474 4.0619 -0.0521
C -3.2277 0.1288 3.6567 -0.0234
C -2.3088 -0.2570 2.6915 -0.1542
C -2.2625 -1.7043 2.2192 -0.3715
C -1.3903 -2.5721 3.1354 -0.0279
C -3.6485 -2.3491 2.1135 -0.0576
C -0.6244 3.2048 2.0651 -0.3440
C -0.8452 3.4893 0.5779 -0.0523
C 0.8715 3.0079 2.3337 -0.0430
C 1.2905 -0.3383 2.8733 -0.0958
C 1.0357 0.1239 4.1434 0.0139
C 1.9743 -0.1550 5.1578 -0.0331
C 3.1081 -0.9009 4.9363 0.0172
C 3.3830 -1.4197 3.6472 -0.1377
C 4.4806 -2.2280 3.2607 0.0085
C 4.5945 -2.6601 1.9614 -0.0331
C 3.6647 -2.3125 0.9573 0.0276
C 2.5976 -1.5162 1.2959 -0.1015
C 2.4681 -1.0993 2.6464 -0.0650
H -0.2008 -4.6977 0.2516 0.0914
H -0.4378 -3.0371 -0.2760 0.0295
H 0.8959 -3.4485 0.8294 0.0692
H 2.0175 -4.7396 -0.8698 0.1408
H -0.5022 -4.3944 -2.5322 0.0173
H 0.1152 -5.8583 -1.7757 0.0879
H 0.9706 -5.1455 -3.1416 0.0728
H 2.9197 -4.3815 -3.1485 0.1181
H 4.3900 -2.8087 -4.2984 0.1131
H 4.4044 -0.4410 -3.6579 0.1156
H 1.9524 1.1370 -1.4144 0.1028
H 4.4366 1.7226 -3.0649 0.0838
H 3.0836 2.7804 -2.6888 0.0906
H 2.8947 1.4915 -3.8823 0.0619
H 4.9384 0.6501 -0.9892 0.0939
H 3.6973 0.4801 0.2485 0.0578
H 4.0530 2.0718 -0.4181 0.0877
H -2.5630 3.4292 3.8331 0.1178
H -4.0509 1.7378 4.8045 0.1117
H -3.8902 -0.6105 4.0866 0.1173
H -1.8175 -1.7229 1.2147 0.0917
H -1.8030 -2.5849 4.1457 0.0948
H -0.3695 -2.2058 3.1949 0.0615
H -1.3628 -3.5966 2.7615 0.0861
H -4.0563 -2.5696 3.1002 0.0827
H -3.5640 -3.2909 1.5714 0.0872
H -4.3649 -1.7201 1.5833 0.0733
H -0.9296 4.0973 2.6169 0.1304
H -0.5327 2.6329 -0.0212 0.0414
H -0.2509 4.3513 0.2696 0.0901
H -1.8961 3.7048 0.3809 0.0827
H 1.2856 2.2097 1.7219 0.0650
H 1.0578 2.7796 3.3822 0.0780
H 1.4048 3.9272 2.0886 0.0885
H 0.1373 0.6786 4.3793 0.1186
H 1.7881 0.2350 6.1495 0.1144
H 3.8025 -1.0916 5.7445 0.1240
H 5.2232 -2.5056 3.9978 0.1223
H 5.4308 -3.2883 1.6856 0.1143
H 3.8120 -2.6701 -0.0533 0.1190
Cl -2.9672 -3.0014 -2.0882 0.2362
Si -1.8071 -1.3992 -2.6957 -0.7049
Cl -3.2148 -0.2935 -3.8227 0.2611
Cl -0.5267 -2.0188 -4.1990 0.2795
```

Computed properties:
- Lowest unoccupied orbital energy (spin up / spin down): -0.16086 / -0.15690 hartree
- E_tot: -4344.26047 hartree
- Strongest force on any atom: 2.7 eV Å⁻¹
- Highest occupied orbital energy (spin up / spin down): -10.58 / -10.15 eV
- Energy above the lowest of the compared OMol25 structures with the same formula, charge and spin: 52.9 kJ/mol
- Charge: +1
- Gap between HOMO and LUMO (spin up / spin down): 6.2078 / 5.8805 eV



Entry 2:
ORCA calculation (ωB97M-V/def2-TZVPD) on C48H46F6N5O4S2Sb2Ti as an isolated structure at a distorted geometry.

```
114
Properties=species:S:1:pos:R:3:lowdin_charge:R:1
Ti -0.6674 0.0058 -0.9092 0.7806
C -3.0339 0.4996 -2.7300 -0.1362
C -3.1472 -1.0163 -2.7202 -0.0951
C -1.9271 -1.7088 -3.2702 -0.2564
C -2.0220 -2.5866 -4.3317 -0.0139
C -0.9171 -3.2107 -4.8560 -0.0191
C 0.3037 -2.8629 -4.3279 -0.0309
C 0.3634 -1.9109 -3.3264 -0.1357
N -0.7239 -1.3479 -2.7993 0.0391
N -2.5926 1.1708 -1.4633 -0.2097
C -2.5760 2.5801 -1.8348 -0.1491
C -1.9515 3.5781 -0.9088 -0.2804
C -2.1573 4.8762 -1.3182 -0.0223
C -1.3833 5.8731 -0.7743 -0.0262
C -0.5102 5.4946 0.2502 -0.0379
C -0.5141 4.1832 0.7018 -0.1206
N -1.1847 3.1829 0.0945 0.1389
C -3.5369 1.0065 -0.3504 -0.0941
C -3.5437 -0.4069 0.1974 -0.2861
C -4.6747 -1.0014 0.7368 -0.0078
C -4.6756 -2.2709 1.2943 -0.0119
C -3.4554 -2.9143 1.2230 -0.0400
C -2.3449 -2.3167 0.6627 -0.1239
N -2.4054 -1.0880 0.1740 -0.0037
H -4.0119 0.8928 -3.0165 0.1375
H -2.3001 0.7825 -3.4884 0.1117
H -3.9978 -1.3023 -3.3297 0.1279
H -3.3767 -1.4156 -1.7525 0.0890
H -3.0034 -2.8110 -4.7140 0.1217
H -0.9793 -3.9347 -5.6589 0.1273
H 1.2395 -3.2331 -4.7086 0.1244
H 1.3144 -1.5556 -2.9647 0.0931
H -3.5969 2.8991 -2.0729 0.1399
H -2.0160 2.6539 -2.7753 0.1352
H -2.8753 5.0790 -2.0901 0.1231
H -1.4420 6.9013 -1.1179 0.1206
H 0.1073 6.2004 0.7832 0.1090
H 0.1088 3.9236 1.5592 0.0831
H -4.5564 1.2856 -0.6387 0.1437
H -3.2126 1.6609 0.4876 0.1367
H -5.5812 -0.4182 0.7295 0.1233
H -5.5483 -2.7348 1.7442 0.1268
H -3.3437 -3.8970 1.6440 0.1128
H -1.3880 -2.8294 0.6187 0.1032
C 1.3791 1.4301 1.4255 -0.4039
C 2.8055 0.9439 1.2562 -0.3746
C 3.1298 0.1062 0.0278 -0.3503
Sb 1.9156 -1.6604 0.0612 1.4450
C 2.6962 -2.4054 1.9251 -0.3849
C 1.8724 -3.0998 2.8312 -0.1629
C 2.3950 -3.5200 4.0603 -0.0845
C 3.7205 -3.2523 4.4144 -0.0750
C 4.5526 -2.5908 3.5155 -0.0604
C 4.0315 -2.1759 2.2705 -0.1213
C 2.8233 -3.1965 -1.1477 -0.3769
C 1.9915 -4.2741 -1.4588 -0.1724
C 2.4631 -5.3877 -2.1455 -0.0806
C 3.7964 -5.4462 -2.5565 -0.0730
C 4.6359 -4.3872 -2.2481 -0.0837
C 4.1755 -3.2808 -1.5388 -0.1022
Sb 0.1410 0.1100 2.6536 1.4551
C -1.5515 1.3674 3.1867 -0.3629
C -2.7506 0.6362 3.3627 -0.1722
C -3.8782 1.2305 3.9068 -0.0959
C -3.8339 2.5465 4.3176 -0.0808
C -2.6537 3.2826 4.1947 -0.0662
C -1.5394 2.7082 3.5826 -0.1273
C 1.2093 0.3990 4.4649 -0.3865
C 0.8732 -0.4008 5.5482 -0.1452
C 1.4471 -0.1907 6.7990 -0.0817
C 2.3584 0.8294 6.9740 -0.0819
C 2.7506 1.6146 5.8936 -0.0692
C 2.1688 1.4014 4.6420 -0.1166
H 0.8864 1.6473 0.4580 0.0107
H 1.4182 2.3583 1.9930 0.0294
H 3.0621 0.3338 2.1057 0.0575
H 3.4811 1.8222 1.2878 0.1297
H 4.1778 -0.2139 0.0657 0.0585
H 2.9521 0.5732 -0.9384 0.0239
H 0.8388 -3.2853 2.6078 0.0719
H 1.7314 -4.0707 4.7428 0.1119
H 4.0943 -3.5706 5.3722 0.1031
H 5.5932 -2.3619 3.7551 0.1106
H 4.6908 -1.6266 1.5897 0.0952
H 0.9650 -4.2444 -1.1339 0.0790
H 1.8017 -6.2090 -2.3445 0.1004
H 4.1581 -6.2922 -3.1412 0.1113
H 5.6895 -4.4383 -2.5067 0.1093
H 4.8662 -2.4608 -1.3447 0.1011
H -2.7823 -0.4243 3.1539 0.0693
H -4.8061 0.6709 3.9864 0.1060
H -4.6940 3.0018 4.7680 0.1017
H -2.5900 4.3051 4.5510 0.1080
H -0.6337 3.3021 3.5071 0.0888
H 0.1119 -1.1784 5.4770 0.0974
H 1.0918 -0.7450 7.6510 0.1046
H 2.7688 1.0116 7.9460 0.1016
H 3.4755 2.4179 6.0214 0.1088
H 2.3973 2.0780 3.8099 0.0890
F 0.5933 4.2286 -3.8760 0.1407
C 1.6900 3.5925 -3.4553 -0.6302
F 2.7328 3.7788 -4.2762 0.1489
F 1.9618 4.1545 -2.2728 0.1301
S 1.4397 1.7218 -3.2683 0.6383
O 0.6476 1.5425 -2.0073 -0.4281
O 2.7805 1.1893 -3.2955 -0.2631
N 0.4455 1.3141 -4.3933 -0.3074
S 0.7379 1.0443 -5.9420 0.6170
O 1.2203 -0.2858 -6.1360 -0.2730
O 1.3262 2.1703 -6.6047 -0.2623
C -1.0814 0.9865 -6.5845 -0.6181
F -1.1768 1.1967 -7.8884 0.1583
F -1.6218 -0.2330 -6.3684 0.1085
F -1.8292 1.9048 -5.9426 0.1070
```

Computed properties:
- Lowest unoccupied orbital energy (spin up / spin down): -0.10206 / -0.10409 hartree
- E_tot: -5156.75298 hartree
- Strongest force on any atom: 1.9 eV Å⁻¹
- Highest occupied orbital energy (spin up / spin down): -10.45 / -10.63 eV
- Energy above the lowest of the compared OMol25 structures with the same formula, charge and spin: 17.8 kJ/mol
- <S²>: 2.00
- Charge: +1
- 2S+1: 3
- Gap between HOMO and LUMO (spin up / spin down): 7.6717 / 7.8023 eV